Molecular formula: C6H11NO
Method: DFT, the ωB97M-V functional and the def2-TZVPD basis

Properties
Kohn-Sham gap: 4.169 eV
Electronic energy: -9932.0712 eV
Energy above the lowest of the compared OMol25 structures with the same formula, charge and spin: 615.9 kJ/mol

Structure (ORCA input):
```
! wB97M-V def2-TZVPD RIJCOSX def2/J DEFGRID3
* xyz 0 1
C 1.011 -0.472 -0.882
N 2.293 0.011 -0.805
C 2.915 0.002 0.546
O 2.289 -0.770 1.409
C -0.084 0.296 0.063
C -1.417 0.178 -0.394
C -2.467 -0.248 0.451
C -3.767 0.033 0.322
H 1.041 -1.427 -0.346
H 0.664 -0.707 -1.877
H 3.934 -0.387 0.400
H 2.965 1.079 0.857
H 0.235 1.337 0.007
H 0.114 0.057 1.103
H -1.653 0.717 -1.304
H 2.659 0.674 -1.468
H -2.136 -0.691 1.400
H -4.097 0.659 -0.505
H -4.500 -0.339 1.024
*
```